Entry from the OMol25 dataset: C49H62FN6O10PW as an isolated structure (wB97M-V/def2-TZVPD).

Each line ends with the Löwdin charge.
CARTESIAN COORDINATES (ANGSTROEM)
W: -0.2161 -0.8049 -0.5288  1.8544
C: -1.0096 -2.6416 -3.0987  -0.0308
N: -0.7735 -1.1927 -2.8293  -0.2512
C: 0.1875 -0.7351 -3.8451  -0.0720
C: -2.0826 -0.5703 -2.9989  -0.2218
C: -2.5714 -0.1345 -4.2148  -0.0238
C: -3.9066 0.2327 -4.3319  -0.0947
C: -4.7372 0.1215 -3.2300  -0.0895
C: -4.2423 -0.2901 -2.0008  -0.0148
C: -2.8889 -0.6045 -1.8590  -0.2463
N: -2.2593 -0.9891 -0.6765  -0.0881
C: -3.0687 -1.0252 0.5158  -0.2377
C: -3.6347 0.1561 0.9835  -0.0526
C: -4.2924 0.2126 2.2012  -0.0734
C: -4.3873 -0.9315 2.9793  -0.0950
C: -3.8668 -2.1252 2.5063  -0.0223
C: -3.2236 -2.1975 1.2697  -0.2115
N: -2.7168 -3.4140 0.7741  -0.2125
C: -3.4472 -3.9401 -0.3645  -0.0660
C: -2.4114 -4.4369 1.7473  -0.0949
H: -1.5245 -2.7442 -4.0562  0.1089
H: -1.6226 -3.0662 -2.3094  0.0727
H: -0.0597 -3.1598 -3.1539  0.0828
H: -0.1620 -0.9997 -4.8457  0.0914
H: 1.1292 -1.2495 -3.6773  0.0799
H: 0.3152 0.3412 -3.7685  0.0983
H: -1.9311 -0.0912 -5.0853  0.1060
H: -4.2913 0.5807 -5.2819  0.1016
H: -5.7872 0.3754 -3.3154  0.1066
H: -4.9045 -0.3537 -1.1493  0.1114
H: -3.4948 1.0551 0.4030  0.0964
H: -4.6983 1.1538 2.5510  0.1049
H: -4.8717 -0.9011 3.9468  0.1010
H: -3.9725 -3.0239 3.1001  0.1020
H: -4.4205 -4.3629 -0.0716  0.0943
H: -2.8601 -4.7305 -0.8399  0.0834
H: -3.6283 -3.1529 -1.0946  0.0725
H: -3.3032 -4.9228 2.1740  0.0854
H: -1.8256 -4.0087 2.5607  0.0943
H: -1.8106 -5.2102 1.2649  0.0785
C: 2.5628 -2.3037 3.0675  -0.0415
C: 2.7131 -2.6945 1.5963  -0.3528
C: 3.4563 -4.0329 1.5052  -0.0410
C: 3.4030 -1.6198 0.7687  -0.1314
C: 4.5798 -1.0707 1.2598  -0.0351
C: 5.2388 -0.0514 0.5904  -0.0654
C: 4.7099 0.4272 -0.5902  -0.0376
C: 3.5397 -0.1024 -1.1310  -0.1331
C: 3.0393 0.4499 -2.4505  -0.3823
C: 2.8909 1.9667 -2.4780  -0.0551
C: 3.9229 -0.0011 -3.6174  -0.0497
C: 2.8835 -1.1430 -0.4574  -0.1849
N: 1.6368 -1.6992 -0.9572  -0.0975
C: 1.7943 -3.0261 -1.3682  -0.2722
C: 2.8755 -3.4984 -2.1173  -0.0128
C: 2.9799 -4.8372 -2.4675  -0.0830
C: 2.0129 -5.7535 -2.0748  -0.0878
C: 0.9328 -5.3173 -1.3182  -0.0102
C: 0.8616 -3.9852 -0.9946  -0.2728
F: -0.1957 -3.5345 -0.2788  0.0190
H: 2.0058 -3.0765 3.6018  0.0904
H: 2.0252 -1.3620 3.1893  0.0500
H: 3.5288 -2.1976 3.5644  0.0796
H: 1.7079 -2.8268 1.2052  0.1032
H: 4.4547 -3.9415 1.9419  0.0830
H: 3.5732 -4.3666 0.4758  0.0683
H: 2.9176 -4.8070 2.0576  0.0831
H: 4.9883 -1.4387 2.1936  0.1085
H: 6.1490 0.3724 0.9965  0.1032
H: 5.2156 1.2296 -1.1156  0.1109
H: 2.0515 0.0443 -2.5839  0.0546
H: 3.8464 2.4773 -2.3282  0.0782
H: 2.1886 2.3020 -1.7222  0.0441
H: 2.5043 2.2802 -3.4514  0.0858
H: 4.9542 0.3320 -3.4742  0.0824
H: 3.5618 0.4286 -4.5559  0.0794
H: 3.9379 -1.0846 -3.7354  0.0622
H: 3.6576 -2.8030 -2.3876  0.1071
H: 3.8334 -5.1656 -3.0471  0.1047
H: 2.0967 -6.7973 -2.3443  0.1016
H: 0.1554 -5.9894 -0.9762  0.1194
O: 1.1288 0.2278 0.9435  -0.0480
C: 0.3840 -0.2008 1.8494  -0.5897
O: -0.4618 -1.0985 1.5447  -0.0638
C: 0.4091 0.3708 3.2135  -0.1110
C: -0.6959 0.2065 4.0373  0.1167
C: -0.6726 0.8230 5.2727  -0.0884
C: 0.3870 1.5907 5.7128  0.0997
C: 1.4607 1.7217 4.8548  -0.0983
C: 1.4994 1.1303 3.6105  0.0672
N: 2.6054 2.5574 5.2800  -0.3489
O: 2.5486 3.0630 6.3767  0.0959
O: 3.5140 2.6956 4.4941  0.0901
N: -1.8397 0.6683 6.1717  -0.3480
O: -2.7414 -0.0401 5.7932  0.0932
O: -1.8074 1.2547 7.2293  0.0937
H: -1.5560 -0.3658 3.7102  0.1330
H: 0.3725 2.0685 6.6796  0.1354
H: 2.3525 1.2617 2.9585  0.1340
C: 2.3577 3.3560 0.8149  -0.0161
C: 1.0008 4.0209 0.6447  -0.5719
C: 1.1699 5.4753 0.2372  -0.0250
C: 0.1826 3.9234 1.9243  -0.0229
O: 0.3070 3.4150 -0.5045  -0.1503
P: -0.7222 2.2183 -0.6338  0.3305
O: -1.3162 1.7939 0.6534  -0.2470
O: -0.0432 1.0195 -1.3729  -0.3739
O: -1.7157 2.7296 -1.7429  -0.1354
C: -2.4686 3.9812 -1.7882  -0.5982
C: -3.7532 3.6267 -2.5130  -0.0226
C: -1.6449 4.9787 -2.5865  -0.0153
C: -2.7696 4.4953 -0.3880  -0.0204
H: 2.8486 3.7482 1.7089  0.0930
H: 2.9988 3.5663 -0.0391  0.0806
H: 2.2565 2.2762 0.9103  0.0673
H: 1.7211 6.0148 1.0096  0.0956
H: 0.1984 5.9557 0.1085  0.0788
H: 1.7252 5.5442 -0.6992  0.0926
H: 0.7730 4.3587 2.7341  0.0956
H: -0.0680 2.8935 2.1651  0.0603
H: -0.7482 4.4868 1.8471  0.0815
H: -3.5266 3.1678 -3.4756  0.0844
H: -4.3509 4.5254 -2.6777  0.0928
H: -4.3350 2.9156 -1.9261  0.0846
H: -1.4804 4.6065 -3.5986  0.0925
H: -0.6792 5.1431 -2.1114  0.0695
H: -2.1727 5.9326 -2.6498  0.0935
H: -3.2276 3.7164 0.2219  0.0885
H: -3.4594 5.3381 -0.4585  0.0971
H: -1.8639 4.8405 0.1115  0.0571

Spin multiplicity: 3
⟨S²⟩: 2.010
Kohn-Sham gap (alpha / beta), eV: 6.0 / 6.7
Energy, hartree: -3493.68925